Entry 1:
Here is C20H28NO2STi as an isolated structure from OMol25. Energies are from ωB97M-V/def2-TZVPD.

Properties
- Maximum force: 0.052 Eh/bohr
- Gap between HOMO and LUMO: 7.3 eV
- HOMO: -0.412 hartree
- ΔE to the lowest compared entry with this formula, charge and spin: 43.6 kJ/mol

Geometry as ORCA input:
```
! wB97M-V def2-TZVPD RIJCOSX def2/J DEFGRID3
* xyz 1 1
O -0.4374 -0.9549 -2.0558
C -1.6562 -0.4158 -2.7739
C -2.1392 -1.8209 -3.0402
H -1.2915 0.0889 -3.6685
H -2.2849 0.2182 -2.1409
C -0.7015 -2.2856 -2.6594
H -2.4434 -1.9964 -4.0603
H -2.9050 -2.1685 -2.3273
C 0.3701 -2.4222 -3.7173
H 0.4549 -1.5100 -4.3256
H 0.1928 -3.2885 -4.3568
H 1.3344 -2.6056 -3.2268
C -0.6704 -3.4945 -1.7668
H -1.6064 -3.6131 -1.2212
H 0.1710 -3.4658 -1.0693
H -0.5514 -4.3811 -2.4068
Ti -0.1601 -0.3071 -0.1125
C -0.9125 -0.8475 2.0048
C -1.7369 0.2334 1.5709
C -2.4753 -0.1961 0.4248
H -1.8751 1.1759 2.0918
C -2.1655 -1.5726 0.2019
C -1.1771 -1.9704 1.1529
H -0.8083 -2.9845 1.2952
H -0.2895 -0.8461 2.8944
H -3.2284 0.3768 -0.1150
H -2.7595 -2.2445 -0.4089
C 2.1584 0.4269 0.5238
C 1.7481 -0.8650 0.9936
C 1.7066 -1.7504 -0.1431
H 1.6709 -1.1691 2.0344
C 2.1342 -0.9917 -1.2919
C 2.4103 0.3367 -0.8763
H 2.8295 1.1217 -1.5119
H 2.4168 1.2649 1.1697
H 1.6136 -2.8325 -0.0799
H 2.3890 -1.3996 -2.2677
O -1.6600 -1.9620 -5.5226
C -1.7668 -3.3649 -5.9169
C -2.4529 -3.4566 -7.2841
H -2.3206 -3.9232 -5.1441
H -0.7592 -3.8051 -5.9669
C -2.8928 -2.0131 -7.6196
H -3.2993 -4.1477 -7.2399
H -1.7387 -3.8301 -8.0265
C -2.3305 -1.1242 -6.4971
H -3.9839 -1.9450 -7.6302
H -2.5116 -1.6893 -8.5927
H -3.1255 -0.5555 -5.9913
H -1.5899 -0.4097 -6.8840
S 0.1357 4.0971 1.3201
C -0.1057 2.7276 0.5933
N -0.2120 1.6564 0.0418
*
```

Atom charges from the natural (NBO) analysis, given in e for atoms 1 to 2:
1. O -0.586
2. C -0.050

=====

Entry 2:
Here is a 8-piece molecular cluster, C43H33NO15P overall from OMol25. Energies are from ωB97M-V/def2-TZVPD.

Properties
- Maximum force: 0.009 Eh/bohr
- Gap between HOMO and LUMO: 2.3 eV
- HOMO: -0.095 hartree

Geometry as ORCA input:
```
! wB97M-V def2-TZVPD RIJCOSX def2/J DEFGRID3
* xyz -1 1
C 0.5974 1.4096 0.7374
P -0.6626 2.4978 0.2890
N -2.1252 1.5999 0.5056
O -0.8745 3.5761 1.6052
H 0.3231 0.4113 1.0767
H 1.3952 1.3945 -0.0056
H -2.7060 1.6370 -0.3169
H -1.9912 0.6483 0.8214
H -0.8048 4.4568 1.2212
C -6.7414 2.8630 0.0396
C -5.5772 2.3542 -0.3575
C -5.3734 1.9174 -1.7611
O -4.3147 1.4489 -2.1192
C -6.5105 2.0620 -2.7050
C -7.6718 2.5701 -2.3049
C -7.8781 3.0130 -0.9007
O -8.9424 3.4759 -0.5460
H -6.9163 3.1890 1.0568
H -4.7275 2.2318 0.3086
H -6.3356 1.7295 -3.7205
H -8.5191 2.6863 -2.9690
C -5.1892 -3.2777 -4.1082
C -4.3659 -3.7576 -5.0357
C -3.2354 -2.9460 -5.5603
O -2.4968 -3.3875 -6.4149
C -3.0517 -1.5825 -5.0031
C -3.8707 -1.1007 -4.0714
C -5.0033 -1.9091 -3.5643
O -5.7723 -1.4651 -2.7340
H -6.0257 -3.8411 -3.7107
H -4.4749 -4.7491 -5.4566
H -2.2166 -1.0149 -5.3932
H -3.7697 -0.1111 -3.6435
C 0.5174 -0.5722 5.1896
C -0.5008 -0.5035 4.3360
C -0.5409 -1.3507 3.1166
O -1.4788 -1.3069 2.3500
C 0.6066 -2.2604 2.8807
C 1.6257 -2.3206 3.7308
C 1.6592 -1.4874 4.9545
O 2.5938 -1.5463 5.7311
H 0.5737 0.0398 6.0808
H -1.3387 0.1675 4.4729
H 0.5699 -2.8430 1.9698
H 2.4847 -2.9580 3.5661
C -7.8922 -1.8628 0.6857
C -7.6801 -2.5770 -0.4179
C -8.4596 -3.8085 -0.6912
O -8.2654 -4.4702 -1.6916
C -9.4878 -4.2147 0.3007
C -9.6997 -3.4975 1.3998
C -8.9182 -2.2626 1.6794
O -9.1228 -1.6151 2.6833
H -7.3340 -0.9624 0.9116
H -6.9467 -2.3080 -1.1702
H -10.0417 -5.1171 0.0742
H -10.4409 -3.7681 2.1413
C 1.9847 5.0899 -0.4037
C 3.2738 4.8661 -0.6504
C 4.2386 5.9739 -0.8194
O 5.4151 5.7742 -1.0492
C 3.7162 7.3606 -0.6994
C 2.4318 7.5926 -0.4483
C 1.4638 6.4739 -0.2760
O 0.2993 6.7024 -0.0310
H 1.2743 4.2791 -0.2805
H 3.6740 3.8640 -0.7399
H 4.4416 8.1548 -0.8254
H 2.0262 8.5921 -0.3514
C 5.0588 -1.6443 1.0596
C 6.3121 -1.3690 0.7093
C 6.7111 0.0008 0.2982
O 7.8691 0.2424 0.0064
C 5.6691 1.0518 0.2758
C 4.4125 0.7780 0.6211
C 4.0101 -0.5913 1.0409
O 2.8642 -0.8093 1.3534
H 4.7435 -2.6338 1.3676
H 7.1042 -2.1076 0.7115
H 5.9913 2.0410 -0.0263
H 3.6150 1.5141 0.6300
C 11.5541 -1.6202 1.0385
C 10.2753 -1.9777 1.1179
C 9.8522 -3.3734 0.8396
O 8.6876 -3.7064 0.9109
C 10.9034 -4.3512 0.4604
C 12.1809 -3.9916 0.3832
C 12.6079 -2.5971 0.6700
O 13.7749 -2.2756 0.6006
H 11.8881 -0.6085 1.2291
H 9.4883 -1.2767 1.3647
H 10.5652 -5.3594 0.2576
H 12.9679 -4.6836 0.1113
*
```

Atom charges from the Mulliken analysis, given in e for atoms 1 to 2:
1. C -0.108
2. P -0.481

=====

Entry 3:
Here is a 7-piece molecular cluster, C33H64F4N11O8S4 overall from OMol25. Energies are from ωB97M-V/def2-TZVPD.

Properties
- Maximum force: 0.284 Eh/bohr
- Gap between HOMO and LUMO: 6.3 eV
- HOMO: -0.468 hartree
- ΔE to the lowest compared entry with this formula, charge and spin: 194.3 kJ/mol

Geometry as ORCA input:
```
! wB97M-V def2-TZVPD RIJCOSX def2/J DEFGRID3
* xyz 3 1
C 0.4471 5.3271 0.9898
C 0.3151 3.9077 0.5544
C -1.0082 3.5008 -0.2725
C -0.9370 2.0073 -0.7547
N -1.9898 1.4920 -1.7968
C -2.3732 0.0174 -1.4917
C -3.7607 -0.0891 -2.2165
C -4.4521 1.2591 -2.2776
C -3.3621 2.1400 -1.4903
C -1.5958 1.8794 -3.2635
H 1.1612 5.5351 1.7867
H -0.4991 5.7018 1.3801
H 0.8200 5.9292 0.1612
H 0.3793 3.2756 1.4401
H 1.2183 3.7008 -0.0195
H -1.2096 3.9748 -1.2332
H -1.9391 3.7832 0.2191
H -0.8981 1.3994 0.1493
H 0.0140 1.8581 -1.2659
H -1.5719 -0.5827 -1.9231
H -2.4597 -0.1006 -0.4116
H -3.7440 -0.7460 -3.0862
H -4.3527 -0.6601 -1.5012
H -4.5668 1.6591 -3.2850
H -5.4499 1.2834 -1.8395
H -3.2903 3.2146 -1.6583
H -3.6181 2.1739 -0.4313
H -1.3346 2.9369 -3.3039
H -2.4445 1.8035 -3.9433
H -0.7260 1.3128 -3.5960
C 5.6387 3.4389 1.3748
C 4.7658 2.7885 2.4018
N 5.4604 1.8859 3.2343
C 5.8021 0.5800 2.9563
C 6.8767 0.1291 3.6501
N 7.2893 1.2339 4.3344
C 6.3653 2.2615 4.1712
C 8.3869 1.2831 5.3316
H 6.5854 3.6353 1.8780
H 5.1338 4.3001 0.9370
H 5.9890 2.8587 0.5211
H 3.8467 2.4714 1.9091
H 4.4138 3.5978 3.0415
H 5.0728 0.0393 2.3714
H 7.3045 -0.8329 3.8904
H 6.5415 3.2483 4.5732
H 9.1615 1.9819 5.0157
H 8.8323 0.2890 5.2926
H 7.9376 1.5054 6.2995
C -3.0620 -3.4668 -0.9235
C -3.6458 -3.8244 -2.3351
N -4.8903 -4.6130 -2.2185
C -5.8830 -4.4171 -1.3286
C -7.0138 -5.1704 -1.8397
N -6.6157 -5.9299 -2.9130
C -5.2698 -5.5753 -3.1278
C -7.4415 -6.6018 -3.7905
H -3.5535 -2.6053 -0.4715
H -2.0009 -3.2302 -1.0019
H -3.1836 -4.3322 -0.2720
H -2.9313 -4.5405 -2.7412
H -3.6662 -2.9449 -2.9786
H -5.8735 -3.6607 -0.5577
H -8.0198 -5.1989 -1.4480
H -4.6988 -5.8496 -4.0025
H -7.4710 -6.1926 -4.8004
H -8.3778 -6.6315 -3.2334
H -7.0311 -7.6050 -3.6752
C -3.1851 1.6894 4.2776
C -2.3796 0.7708 5.2437
N -2.0032 -0.4827 4.7942
C -1.0957 -1.4448 5.3726
C -0.9153 -2.5047 4.6171
N -1.6362 -2.2592 3.4680
C -2.3895 -1.1240 3.6497
C -1.8543 -3.2420 2.3786
H -4.0572 1.1279 3.9425
H -2.5380 1.9884 3.4530
H -3.6283 2.4989 4.8575
H -2.9738 0.5885 6.1392
H -1.4653 1.3249 5.4564
H -0.6609 -1.1283 6.3092
H -0.3131 -3.4009 4.6438
H -3.1329 -0.6890 2.9981
H -1.2941 -4.1547 2.5818
H -1.5603 -2.7299 1.4624
H -2.8992 -3.5497 2.3388
C 2.9277 5.6549 -5.1337
C 1.7357 4.9713 -4.4030
N 2.2418 3.7532 -3.9440
C 2.4991 2.6605 -4.7680
C 3.0164 1.6273 -4.0521
N 3.3900 2.2146 -2.8828
C 2.8725 3.4554 -2.7890
C 4.0856 1.6367 -1.8511
H 3.0598 5.3277 -6.1650
H 3.8962 5.3273 -4.7561
H 2.8678 6.7417 -5.0753
H 0.9563 4.8147 -5.1488
H 1.3236 5.5352 -3.5661
H 2.1673 2.6794 -5.7956
H 3.2430 0.5917 -4.2583
H 3.0871 4.1050 -1.9533
H 4.9655 2.2427 -1.6351
H 4.4561 0.6277 -2.0317
H 3.5417 1.7987 -0.9205
N 1.2801 -6.8154 -0.5490
S -0.3530 -6.9196 -1.0421
O -1.2178 -5.7385 -0.8876
O -0.9031 -8.2472 -0.8809
F 0.0188 -6.8768 -2.5780
S 1.0947 -5.8300 0.5661
O 0.4082 -6.4516 1.7153
O 0.7984 -4.4563 0.2059
F 2.6044 -5.7077 1.2340
N 1.7897 0.2926 0.7029
S 1.2421 -0.1442 2.2315
O 1.6573 -1.4141 2.7722
O -0.0984 0.2243 2.5389
F 2.2325 0.8931 2.9282
S 1.4572 -1.0207 0.1740
O 0.1087 -1.5890 0.2013
O 2.5539 -1.9881 0.0234
F 1.4286 -0.4549 -1.3550
*
```

Atom charges from the Mulliken analysis, given in e for atoms 1 to 2:
1. C -1.562
2. C 0.454

=====

Entry 4:
Here is C3H10N2OP as an isolated structure from OMol25. Energies are from ωB97M-V/def2-TZVPD.

Properties
- Maximum force: 0.119 Eh/bohr
- Gap between HOMO and LUMO: 9.3 eV
- HOMO: -0.481 hartree
- ΔE to the lowest compared entry with this formula, charge and spin: 404.7 kJ/mol

Geometry as ORCA input:
```
! wB97M-V def2-TZVPD RIJCOSX def2/J DEFGRID3
* xyz 1 1
C 1.8320 0.3174 0.0305
C -1.5374 -0.4493 1.4676
C -1.7307 0.0871 -1.4578
N 3.0475 -0.1362 0.0049
N 0.7523 -0.4021 -0.1685
O -0.1699 2.4655 0.2618
P -0.7809 0.3829 0.0468
H 1.5793 1.3754 0.2348
H -0.8038 -0.5637 2.2650
H -2.3376 0.1957 1.8263
H -1.9487 -1.4161 1.1795
H -1.8120 -0.9742 -1.6836
H -2.7223 0.5085 -1.2903
H -1.2729 0.6308 -2.2835
H 3.8347 0.4780 0.1619
H 3.2614 -1.1049 -0.2038
H 0.8090 -1.3947 -0.3915
*
```

Atom charges from the natural (NBO) analysis, given in e for atoms 1 to 2:
1. C 0.388
2. C -0.986

=====

Entry 5:
Here is C30H48AlP2 as an isolated structure from OMol25. Energies are from ωB97M-V/def2-TZVPD.

Properties
- Maximum force: 0.094 Eh/bohr
- Gap between HOMO and LUMO (spin up / spin down): 5.9 / 5.7 eV
- HOMO (spin up / spin down): -0.346 / -0.349 hartree
- ΔE to the lowest compared entry with this formula, charge and spin: 680.3 kJ/mol

Geometry as ORCA input:
```
! wB97M-V def2-TZVPD RIJCOSX def2/J DEFGRID3
* xyz 1 1
Al -0.5451 0.5952 -0.8620
C -0.3590 -2.6880 2.1764
C 1.0112 -2.9355 1.8339
C 0.9303 -1.1631 3.2719
C -0.4159 -1.5614 3.0324
C 1.7981 -1.9953 2.5087
C -1.5248 -3.5321 1.8286
H -1.3518 -4.1436 0.9297
H -2.3968 -2.8822 1.6627
H -1.8156 -4.2485 2.6228
C -1.6630 -0.9092 3.4787
H -2.3442 -0.9051 2.6180
H -1.4546 0.1417 3.6670
H -2.2806 -1.2726 4.3580
C 1.4069 -0.1510 4.2405
H 2.1459 -0.5595 4.9690
H 0.5733 0.2115 4.8556
H 1.9011 0.7275 3.7727
C 3.2859 -2.0351 2.6659
H 3.5158 -2.5459 3.6099
H 3.7393 -1.0373 2.7241
H 3.7806 -2.6053 1.8739
C 1.5080 -4.0547 0.9899
H 1.5399 -4.9640 1.6003
H 2.5305 -3.9061 0.6175
H 0.8712 -4.2773 0.1261
C -1.4635 0.8393 -3.5126
C -1.8688 -0.5813 -3.4834
C -0.8832 -1.6996 -4.0138
C 0.6293 -1.3896 -3.9111
C 1.0800 -0.4193 -2.8435
C 1.3766 0.8298 -3.1826
C 0.8553 1.6045 -4.3642
C -0.6585 1.2819 -4.6773
H -1.2105 -1.8687 -5.0497
H 1.0149 -1.0766 -4.8946
H -1.1638 -2.6554 -3.5163
H -0.7198 0.5684 -5.5336
H -2.2647 1.5429 -3.2485
H -2.9223 -0.7456 -3.9412
H -1.0377 2.2488 -5.0607
H 0.9750 2.6716 -4.0963
H 2.1122 1.3887 -2.5821
H 1.4302 1.4528 -5.3041
H 1.0555 -2.3808 -3.7192
H 1.5979 -0.8958 -1.9979
P -2.1385 -1.0182 -1.6801
P 1.8260 1.5723 0.4399
C -0.2382 2.5297 -1.2540
C 1.0789 3.0036 -0.5930
H -1.1454 3.1926 -1.2218
H -0.2207 2.0561 -2.2747
H 1.8880 3.4123 -1.2295
H 0.8644 3.8308 0.1200
C 2.7178 2.4758 1.7134
H 3.2046 1.8515 2.4570
H 2.0474 3.1323 2.2594
H 3.4840 3.0708 1.2247
C 3.1603 0.5821 -0.3623
H 3.4553 1.0819 -1.2948
H 2.8094 -0.4514 -0.5773
H 4.0355 0.5031 0.3174
C -3.7989 -0.3619 -1.2880
H -4.5716 -1.1500 -1.1064
H -4.1826 0.3248 -2.0665
H -3.6916 0.2411 -0.3780
C -1.1542 -2.4759 -1.0866
H -0.8673 -2.1809 -0.0727
H -0.2609 -2.7481 -1.6694
H -1.7190 -3.4132 -0.9223
C -2.0338 3.8924 2.8882
C -0.8587 3.1698 3.1655
C -0.4894 2.1028 2.3206
C -1.2287 1.7758 1.1581
C -2.4890 2.3922 1.0510
C -2.8874 3.4800 1.8736
H -2.1844 4.8219 3.4346
H -0.1520 3.5010 3.9395
H 0.4097 1.5467 2.6058
H -3.2316 2.1568 0.2642
H -3.7583 4.0804 1.6050
*
```

Atom charges from the Mulliken analysis, given in e for atoms 1 to 2:
1. Al -1.639
2. C 0.051

=====

Entry 6:
Here is C5H10O as an isolated structure from OMol25. Energies are from ωB97M-V/def2-TZVPD.

Properties
- Maximum force: 0.008 Eh/bohr
- Gap between HOMO and LUMO: 10.7 eV
- HOMO: -0.353 hartree
- ΔE to the lowest compared entry with this formula, charge and spin: 108.8 kJ/mol

Geometry as ORCA input:
```
! wB97M-V def2-TZVPD RIJCOSX def2/J DEFGRID3
* xyz 0 1
C -1.3116 0.6533 -0.4330
C -0.6021 0.0022 0.7449
C -0.5509 -1.5217 0.5826
O 0.7230 -1.4211 -0.0780
C 0.9211 -0.1400 0.5565
C 1.7205 0.8605 -0.2438
H -2.3988 0.5481 -0.3344
H -1.0103 0.1577 -1.3647
H -1.0831 1.7216 -0.5254
H -0.9419 0.4064 1.7035
H -1.3194 -1.9986 -0.0368
H -0.4513 -2.0643 1.5343
H 1.4088 -0.3066 1.5316
H 2.6500 0.4049 -0.5991
H 1.9849 1.7074 0.3995
H 1.1688 1.2393 -1.1088
*
```

Atom charges from the natural (NBO) analysis, given in e for atoms 1 to 2:
1. C -0.619
2. C -0.258

=====

Total energy readings, ordered: -60722.563 -86610.217 -122209.680 -17580.641 -57049.706 -7393.638 eV